(1)
Molecular formula: C15H15AsBO4S4Tc
Method: DFT, wB97M-V/def2-TZVPD

Geometry (Å):
Tc 0.2358 -0.2927 0.1360
C 3.7005 -1.2958 -0.2600
C 2.5891 -1.1305 0.7178
C 1.5325 -2.0934 0.7958
C 0.4969 -1.9798 1.7188
C 0.3894 -0.7987 2.4745
C 1.4350 0.1461 2.4228
C 2.5363 -0.0392 1.5786
H 3.5237 -2.1207 -0.9448
H 4.6229 -1.4987 0.2903
H 3.8667 -0.3781 -0.8227
H 1.5602 -2.9665 0.1553
H -0.2615 -2.7472 1.7887
H -0.4356 -0.6428 3.1530
H 1.3552 1.0488 3.0112
H 3.3086 0.7161 1.5381
S -2.3836 -1.4605 -4.1744
As -0.4977 -0.3607 -4.2759
S -1.1162 -1.4464 -1.0864
S 0.5053 -1.2593 -2.2467
S -2.2974 0.4874 -3.3672
O -1.7324 1.2608 1.9930
B -1.6497 0.2798 1.0472
O -2.8553 -0.2753 0.7221
C -3.7812 0.4163 1.5182
C -5.1448 0.2564 1.5809
C -5.8102 1.0948 2.4742
C -5.1253 2.0343 3.2486
C -3.7410 2.1811 3.1680
C -3.1042 1.3442 2.2820
H -5.6659 -0.4731 0.9798
H -6.8833 1.0143 2.5695
H -5.6814 2.6648 3.9268
H -3.2039 2.9070 3.7589
C 0.6372 3.5604 -1.0593
C 0.4670 2.1850 -0.5408
O 0.9479 1.7861 0.5482
O -0.2008 1.2969 -1.1579
H 1.6909 3.7333 -1.2832
H 0.3505 4.2715 -0.2848
H 0.0395 3.7095 -1.9534

Atomic forces in eV per Å
Tc 1.7 0.2 0.5
C 0.2 0.0 0.0
C -0.1 -0.1 -0.1
C 0.1 -0.1 -0.1
C -0.4 0.1 0.1
C 0.1 0.1 0.2
C -0.4 -0.2 -0.1
C -0.1 0.0 -0.2
H 0.0 0.0 0.0
H 0.0 0.0 0.0
H 0.0 0.0 0.0
H 0.1 0.1 -0.1
H 0.0 0.0 0.0
H 0.0 -0.1 0.1
H 0.0 0.1 0.0
H 0.0 0.0 0.0
S 0.0 -0.2 0.0
As -0.1 0.3 0.0
S -0.6 -0.1 0.1
S 0.3 -0.3 0.2
S 0.1 0.0 0.0
O 0.0 0.1 0.0
B 0.0 0.1 -0.2
O -0.1 0.0 0.1
C 0.0 0.0 0.0
C 0.0 0.1 0.1
C 0.2 0.1 0.0
C 0.0 -0.1 -0.1
C -0.1 -0.1 -0.1
C 0.0 0.0 0.0
H 0.0 0.0 0.0
H 0.0 0.0 0.0
H 0.0 0.0 0.0
H 0.0 0.0 0.0
C 0.1 0.0 0.0
C -0.4 0.3 -0.2
O 0.2 -0.4 0.1
O -0.5 0.2 -0.2
H 0.0 0.0 0.0
H 0.0 0.0 0.0
H 0.0 0.0 0.0

Values from the calculation:
Charge   +2
Energy above the lowest of the compared OMol25 structures with the same formula, charge and spin   49.3 kcal per mole
Largest force on an atom   1.75 eV/A
Multiplicity   1


(2)
Molecular formula: C14H23I2InLaNO3S2
Method: DFT, wB97M-V/def2-TZVPD

Geometry (Å):
I -0.7428 -4.0995 -1.2127
I -0.7038 -3.0595 -4.0755
La -0.1484 0.1122 -3.5747
In -0.0936 -0.0988 -0.1328
S 1.2760 -1.3262 -1.7914
S -1.8019 -0.8344 -1.6469
C 1.7849 0.2284 1.4934
C 3.2103 -0.7500 -1.8050
C -3.4385 0.3211 -1.4731
C 3.6856 -1.0293 -3.2168
C 3.4914 0.6923 -1.4352
C 3.7753 -1.7031 -0.7715
C -4.1181 0.2298 -2.8277
C -3.2294 1.7734 -1.1016
C -4.1785 -0.4156 -0.3782
C 1.8805 1.9463 -4.2989
C -1.5723 2.4904 -4.1148
O 2.5834 0.3489 2.3328
O 2.7008 2.4587 -4.9143
O -2.2616 3.2640 -4.6647
H 3.2898 -0.3081 -3.9374
H 3.3587 -2.0147 -3.5459
H 4.7776 -0.9862 -3.3080
H 3.1099 1.4203 -2.1583
H 4.5839 0.8405 -1.4107
H 3.1091 0.9647 -0.4503
H 3.3976 -1.4663 0.2185
H 4.8618 -1.7043 -0.7129
H 3.4683 -2.7238 -0.9960
H -5.1477 0.6130 -2.8164
H -4.1473 -0.8037 -3.1687
H -3.5837 0.8006 -3.5920
H -4.2108 2.2613 -0.9718
H -2.7066 2.3603 -1.8611
H -2.6965 1.8927 -0.1606
H -5.1990 -0.0801 -0.2031
H -3.6386 -0.3159 0.5561
H -4.2295 -1.4778 -0.6089
C -2.0997 -0.0768 4.8000
C -1.4972 1.0881 4.0522
C -1.5604 0.8725 2.6325
N -1.6982 0.6349 1.4820
H -3.1363 -0.2197 4.5161
H -2.0859 0.0449 5.8741
H -1.5894 -1.0121 4.5843
H -2.0274 2.0165 4.2500
H -0.4583 1.2577 4.3071

Atomic forces in eV per Å
I -0.1 0.0 -2.0
I -0.1 -1.2 1.4
La -0.3 -0.4 -2.1
In -0.7 -0.4 1.3
S 1.9 1.4 1.2
S -1.5 1.8 0.7
C 3.8 0.7 4.7
C 0.8 -0.1 0.0
C -1.3 0.3 0.0
C -0.4 -0.5 -0.4
C -0.4 0.3 0.0
C -0.3 -0.6 0.0
C 0.3 -0.6 -0.4
C 0.6 0.3 0.2
C 0.2 -0.8 0.2
C 3.2 2.1 -2.6
C -4.2 4.8 -3.5
O -4.2 -0.6 -4.5
O -2.9 -1.7 2.3
O 4.0 -4.3 3.3
H 0.0 0.2 0.0
H 0.2 -0.2 0.0
H -0.2 0.0 0.3
H 0.0 -0.1 0.1
H -0.3 -0.2 0.0
H 0.1 0.0 0.0
H 0.0 0.0 0.2
H 0.1 0.3 -0.2
H 0.1 -0.1 0.0
H 0.3 0.0 0.3
H -0.3 -0.1 -0.1
H 0.0 0.2 0.0
H 0.2 -0.4 -0.1
H 0.0 -0.1 -0.1
H -0.1 0.1 0.0
H 0.0 0.4 -0.3
H -0.1 0.0 0.2
H -0.2 -0.1 0.0
C -0.6 -1.1 0.1
C -0.1 0.4 0.0
C -0.5 -0.6 -2.4
N 2.1 0.2 1.9
H -0.2 0.1 0.0
H 0.2 0.4 0.2
H 0.2 0.0 0.0
H -0.1 0.3 0.1
H 0.4 0.1 0.1

Values from the calculation:
Charge   +4
Energy above the lowest of the compared OMol25 structures with the same formula, charge and spin   0.0 kcal per mole
Largest force on an atom   7.26 eV/A
Multiplicity   1


(3)
Molecular formula: C20H20N6O2PtS3
Method: DFT, wB97M-V/def2-TZVPD

Geometry (Å):
Pt 0.3778 -0.4044 0.2898
C 4.0078 1.0102 -1.4245
C 2.7077 0.3648 -1.0775
N 1.8800 0.8381 -0.2149
N 2.1748 2.0475 0.3698
C 1.2866 2.5817 1.1562
N 1.5850 3.7967 1.6693
S -0.3186 1.9608 1.6140
C 2.2654 -0.8767 -1.7711
C 3.0895 -1.5687 -2.6346
C 2.6374 -2.7535 -3.2019
C 1.3509 -3.1730 -2.9371
C 0.5638 -2.4126 -2.0857
N 1.0148 -1.3070 -1.5039
H 4.1080 1.9432 -0.8832
H 4.0707 1.2102 -2.4961
H 4.8347 0.3495 -1.1549
H 2.5489 4.0900 1.6178
H 1.0498 4.0881 2.4689
H 4.0866 -1.1992 -2.8305
H 3.2873 -3.3406 -3.8372
H 0.9527 -4.0827 -3.3634
H -0.4565 -2.6969 -1.8673
C -2.9219 -3.7048 6.5534
C -2.3950 -3.6318 5.1435
C -1.0937 -3.2134 4.8856
C -0.6042 -3.1585 3.5897
C -1.4318 -3.5206 2.5382
C -2.7322 -3.9495 2.7711
C -3.2034 -4.0049 4.0714
S -0.8658 -3.2927 0.8862
O 0.5614 -3.4479 0.9101
O -1.6428 -4.1545 0.0264
N -1.2041 -1.7249 0.5719
C -2.2561 -1.3467 -0.2884
C -3.4639 -2.0451 -0.4501
C -4.4251 -1.5091 -1.2785
C -4.1956 -0.2949 -1.9193
C -2.9797 0.3188 -1.6999
N -2.0272 -0.1964 -0.9207
H -2.2373 -3.2295 7.2549
H -3.0537 -4.7445 6.8608
H -3.8934 -3.2146 6.6325
H -0.4534 -2.9197 5.7093
H 0.4105 -2.8446 3.3834
H -3.3518 -4.2524 1.9374
H -4.2174 -4.3401 4.2596
H -3.6154 -2.9846 0.0556
H -5.3607 -2.0354 -1.4241
H -4.9379 0.1519 -2.5667
H -2.7411 1.2683 -2.1687
S 0.3592 0.2472 2.4450

Atomic forces in eV per Å
Pt 0.3 -2.1 -0.7
C -0.1 0.0 -0.1
C 0.0 -0.1 -0.5
N -0.1 0.2 0.8
N 0.1 -0.1 0.1
C 0.1 -0.1 -0.5
N 0.0 0.0 0.1
S -0.3 1.8 0.4
C 0.2 0.2 0.2
C 0.2 -0.1 0.0
C 0.1 0.1 0.0
C 0.0 0.0 0.0
C -0.1 0.1 -0.1
N 0.1 0.4 0.0
H 0.0 0.0 0.0
H 0.0 0.0 0.0
H 0.0 0.0 0.0
H 0.0 0.1 -0.1
H 0.0 0.0 0.0
H 0.0 -0.1 0.0
H 0.0 0.1 0.0
H 0.0 0.0 0.0
H 0.0 0.0 0.1
C 0.0 0.0 -0.1
C 0.0 0.0 0.1
C 0.0 0.0 0.0
C 0.0 0.0 0.0
C -0.1 0.1 0.1
C 0.1 0.0 0.0
C 0.0 0.0 0.0
S -0.2 0.1 0.0
O 0.1 0.0 0.0
O 0.1 0.0 0.0
N 0.3 0.0 -0.7
C 0.0 -0.1 0.4
C 0.0 0.0 0.1
C 0.0 0.0 0.0
C 0.0 0.0 0.0
C 0.0 -0.1 0.0
N -0.3 0.1 -0.1
H 0.0 0.0 0.0
H 0.0 0.0 0.0
H 0.0 0.0 0.0
H 0.0 0.0 0.0
H 0.0 0.0 0.0
H 0.0 0.0 0.0
H 0.0 0.0 0.0
H -0.1 0.0 0.0
H 0.0 0.0 0.0
H 0.0 0.0 0.0
H 0.0 0.0 0.0
S -0.2 -0.5 0.6

Values from the calculation:
Energy above the lowest of the compared OMol25 structures with the same formula, charge and spin   0.0 kcal per mole
Largest force on an atom   2.18 eV/A
Multiplicity   1


(4)
Molecular formula: C4H12OS2
Method: DFT, wB97M-V/def2-TZVPD

Geometry (Å):
C -2.3061 0.4584 0.3239
C -1.2291 -0.6293 0.5052
S -0.5863 -1.3122 -0.9517
S 0.4630 1.9723 0.6799
C 1.6392 0.9698 -0.1922
C 1.5365 1.1897 -1.6886
H -3.2934 0.0079 0.2771
H -2.1581 1.0605 1.2192
H -2.0012 1.1024 -0.4829
H -0.3513 -0.2759 1.1300
H -1.6359 -1.4641 1.0878
H 1.4623 -0.0886 0.0838
H 2.6342 1.2506 0.1400
H 1.3553 2.2190 -1.9677
H 2.4410 0.9274 -2.2342
H 0.7291 0.6439 -2.1723
H 0.5045 -2.2467 0.8575
H 1.0587 -3.5957 1.3838
O 0.6845 -2.7547 1.6565

Atomic forces in eV per Å
C 1.4 -0.3 1.1
C -1.2 -0.1 -0.9
S 0.6 0.0 0.1
S 0.1 -1.2 0.4
C -0.3 1.1 -0.5
C 0.0 -0.2 -1.2
H 0.0 0.3 -0.3
H -0.8 0.2 0.2
H -0.5 0.1 -0.6
H 0.1 0.8 0.0
H 0.4 0.1 0.4
H -0.2 -0.3 -0.2
H 0.2 -0.3 0.4
H 0.0 0.5 0.3
H 0.3 -0.3 0.2
H -0.1 -0.1 0.3
H 0.1 -0.4 -0.3
H 0.0 0.1 -0.2
O 0.1 0.1 0.6

Values from the calculation:
Energy above the lowest of the compared OMol25 structures with the same formula, charge and spin   101.8 kcal per mole
Largest force on an atom   1.78 eV/A
Multiplicity   1


Orbital gap? In order: 5.151; 6.234; 6.684; 4.934 eV.
HOMO? In order: -14.08; -21.13; -7.25; -8.65 eV.